[1]
This record from the Open Molecules 2025 dataset describes a cluster of 8 separate species, C54H119N5O14S3 in total. The level of theory is wB97M-V/def2-TZVPD.

```
195
C54H119N5O14S3, DFT wB97M-V/def2-TZVPD
C 3.070 4.978 2.115
C 2.848 3.946 3.259
C 1.313 3.856 3.496
C 3.437 2.515 2.885
C 4.932 2.594 2.547
C 5.606 3.007 3.926
C 5.071 4.366 4.595
C 5.505 4.406 6.050
C 5.667 5.593 3.905
N 3.564 4.228 4.574
O 2.982 5.437 5.139
H 2.371 4.772 1.325
H 3.063 5.993 2.518
H 4.034 4.885 1.624
H 1.143 3.392 4.474
H 0.839 4.799 3.358
H 0.923 3.193 2.710
H 3.337 1.863 3.773
H 2.995 1.912 2.088
H 5.286 1.614 2.289
H 5.155 3.358 1.837
H 6.692 3.139 3.960
H 5.425 2.241 4.631
H 4.935 3.716 6.589
H 5.310 5.362 6.508
H 6.579 4.330 6.052
H 5.099 6.480 3.970
H 5.919 5.375 2.870
H 6.644 5.751 4.399
H 2.432 5.093 5.823
C -5.859 -0.517 1.539
C -5.840 -0.696 3.135
C -6.316 0.633 3.847
C -6.901 -1.722 3.538
C -6.459 -3.153 3.351
C -5.131 -3.323 4.132
C -4.072 -2.400 3.614
C -2.894 -2.486 4.573
C -3.646 -2.725 2.176
N -4.597 -1.013 3.768
O -3.569 -0.088 3.406
H -4.846 -0.241 1.116
H -6.186 -1.402 1.075
H -6.546 0.316 1.303
H -7.387 0.798 3.721
H -6.024 0.496 4.875
H -5.754 1.476 3.451
H -7.244 -1.674 4.546
H -7.772 -1.567 2.929
H -7.243 -3.771 3.799
H -6.426 -3.426 2.330
H -4.766 -4.373 4.246
H -5.321 -2.940 5.115
H -3.194 -2.282 5.581
H -2.118 -1.840 4.255
H -2.571 -3.513 4.435
H -4.517 -2.728 1.502
H -3.283 -3.751 2.201
H -2.939 -2.024 1.668
H -3.560 -0.135 2.462
C -2.467 2.912 -3.164
C -1.671 4.239 -3.460
C -0.915 3.995 -4.770
C -2.484 5.506 -3.550
C -1.679 6.762 -3.669
C -0.815 6.916 -2.404
C 0.099 5.686 -2.158
C 1.255 5.732 -3.075
C 0.535 5.563 -0.671
N -0.809 4.484 -2.249
O 0.064 3.326 -2.233
H -3.349 2.836 -3.836
H -1.778 2.104 -3.400
H -2.658 2.950 -2.087
H -0.205 3.168 -4.623
H -1.666 3.831 -5.541
H -0.311 4.885 -4.958
H -3.198 5.499 -4.367
H -3.167 5.507 -2.658
H -1.156 6.768 -4.596
H -2.338 7.609 -3.703
H -1.405 7.056 -1.488
H -0.116 7.789 -2.415
H 1.069 5.698 -4.117
H 2.019 4.964 -2.896
H 1.802 6.642 -2.931
H 1.202 4.670 -0.586
H -0.350 5.468 -0.050
H 1.125 6.487 -0.454
H -0.210 2.837 -1.432
C 4.497 0.413 -0.847
C 3.803 0.932 -2.113
C 2.826 2.012 -1.606
C 4.796 1.262 -3.244
C 4.238 1.383 -4.619
C 3.678 0.065 -5.000
C 2.610 -0.400 -3.970
C 1.215 0.323 -4.187
C 2.491 -1.898 -4.212
N 3.141 -0.273 -2.605
O 2.223 -0.754 -1.577
H 4.785 -0.624 -0.985
H 5.318 1.035 -0.535
H 3.750 0.515 0.008
H 3.323 2.633 -0.863
H 2.439 2.740 -2.331
H 1.988 1.436 -1.163
H 5.252 2.183 -2.919
H 5.523 0.473 -3.133
H 3.470 2.229 -4.666
H 5.089 1.665 -5.339
H 4.436 -0.690 -5.008
H 3.234 0.084 -5.964
H 0.607 0.154 -3.270
H 0.810 -0.157 -5.048
H 1.446 1.409 -4.352
H 1.669 -2.299 -3.617
H 3.421 -2.435 -4.045
H 2.228 -2.102 -5.285
H 2.526 -1.647 -1.327
C -4.278 -3.792 -1.121
C -4.032 -4.050 -2.633
C -4.323 -5.534 -3.048
C -5.082 -3.159 -3.275
C -4.852 -2.959 -4.774
C -3.445 -2.466 -5.047
C -2.330 -3.239 -4.318
C -1.933 -4.529 -4.987
C -1.104 -2.319 -4.285
N -2.703 -3.519 -2.913
O -1.824 -4.465 -2.420
H -3.489 -4.194 -0.493
H -4.353 -2.714 -1.066
H -5.217 -4.200 -0.791
H -5.174 -5.965 -2.578
H -4.443 -5.610 -4.134
H -3.453 -6.091 -2.650
H -6.095 -3.458 -3.063
H -4.994 -2.158 -2.820
H -5.063 -3.768 -5.433
H -5.601 -2.249 -5.140
H -3.327 -1.446 -4.582
H -3.232 -2.440 -6.132
H -2.810 -4.956 -5.459
H -1.390 -5.229 -4.327
H -1.193 -4.320 -5.750
H -0.603 -2.319 -5.267
H -0.432 -2.604 -3.491
H -1.348 -1.279 -4.023
H -1.238 -3.947 -1.833
C 0.334 -7.577 -2.645
C 0.818 -6.151 -2.571
O 1.242 -5.899 -1.203
S 1.546 -4.510 -0.654
C 1.514 -4.853 1.088
O 2.794 -3.970 -1.125
O 0.352 -3.729 -0.872
H 1.121 -8.289 -2.732
H -0.164 -7.643 -3.572
H -0.306 -7.802 -1.814
H 1.678 -6.000 -3.215
H -0.058 -5.523 -2.712
H 0.503 -5.191 1.350
H 1.802 -3.850 1.515
H 2.264 -5.593 1.366
C 3.215 -4.640 6.738
C 4.220 -3.530 6.467
O 3.505 -2.216 6.567
S 3.224 -1.457 5.223
C 2.637 -0.027 6.058
O 4.410 -1.235 4.514
O 2.135 -2.023 4.490
H 2.255 -4.466 6.260
H 3.027 -4.692 7.798
H 3.454 -5.567 6.361
H 4.963 -3.463 7.250
H 4.705 -3.504 5.440
H 1.979 -0.229 6.879
H 2.154 0.588 5.332
H 3.559 0.406 6.412
C 1.179 -0.034 1.854
C 0.212 -0.835 1.015
O -1.146 -0.385 1.061
S -1.755 0.619 -0.014
C -1.862 -0.297 -1.543
O -3.048 0.938 0.382
O -0.815 1.637 -0.236
H 0.757 0.177 2.863
H 1.445 0.892 1.337
H 2.116 -0.600 1.992
H 0.511 -0.932 -0.080
H 0.128 -1.866 1.353
H -0.871 -0.608 -1.922
H -2.292 0.384 -2.314
H -2.534 -1.151 -1.501
```

Output
LUMO: 0.1925 eV
Kohn-Sham gap: 8.235 eV
SMILES: CC1(C)CCCC(C)(C)N1O.CC1(C)CCCC(C)(C)N1O.CC1(C)CCCC(C)(C)N1O.CC1(C)CCCC(C)(C)N1O.CC1(C)CCCC(C)(C)N1O.CCOS(C)(=O)=O.CCOS(C)(=O)=O.CCOS(C)(=O)=O

Results of the Löwdin charge analysis, in e, for atoms 1 through 2:
1 C -0.017
2 C -0.432

[2]
This record from the Open Molecules 2025 dataset describes a cluster of 10 separate species, C54H124N4O10 in total. The level of theory is wB97M-V/def2-TZVPD.

```
192
C54H124N4O10, DFT wB97M-V/def2-TZVPD
C -4.931 -6.644 -19.059
C -3.471 -6.498 -18.548
C -2.841 -5.221 -18.971
O -3.588 -6.679 -17.132
H -5.564 -5.939 -18.520
H -5.275 -7.608 -18.683
H -4.975 -6.533 -20.142
H -2.880 -7.323 -18.946
H -3.229 -4.371 -18.409
H -3.053 -5.110 -20.035
H -1.761 -5.210 -18.827
H -4.114 -7.474 -17.020
C -3.670 -3.592 -15.656
C -2.176 -4.168 -15.418
C -1.454 -3.400 -14.310
O -2.407 -5.526 -15.044
H -3.703 -2.670 -16.236
H -4.210 -3.361 -14.738
H -4.142 -4.342 -16.291
H -1.575 -4.184 -16.327
H -1.445 -2.316 -14.425
H -0.407 -3.701 -14.300
H -1.827 -3.683 -13.326
H -2.977 -5.929 -15.703
C -0.259 -7.959 -15.677
C 0.501 -7.360 -14.464
C 1.457 -6.371 -14.929
O -0.519 -6.771 -13.591
H 0.401 -8.524 -16.335
H -0.834 -7.212 -16.224
H -1.062 -8.645 -15.409
H 1.039 -8.199 -14.024
H 1.009 -5.677 -15.640
H 2.370 -6.811 -15.328
H 1.776 -5.656 -14.170
H -1.085 -6.189 -14.103
C -7.146 -3.732 -20.663
C -6.270 -2.586 -21.197
C -4.841 -2.976 -21.389
O -6.724 -2.324 -22.477
H -6.752 -4.006 -19.685
H -7.063 -4.675 -21.202
H -8.162 -3.351 -20.558
H -6.353 -1.707 -20.558
H -4.612 -3.734 -22.138
H -4.440 -3.379 -20.459
H -4.265 -2.108 -21.710
H -6.743 -3.162 -22.945
C -5.856 -10.586 -23.991
C -6.574 -9.367 -23.445
C -6.278 -9.110 -22.011
O -6.223 -8.254 -24.227
H -4.781 -10.411 -24.030
H -6.168 -10.867 -24.997
H -6.075 -11.516 -23.466
H -7.658 -9.435 -23.545
H -6.517 -8.057 -21.857
H -5.229 -9.272 -21.766
H -6.835 -9.772 -21.348
H -6.735 -7.469 -24.020
C -5.897 -10.718 -17.578
C -5.147 -9.998 -16.487
C -3.623 -10.222 -16.597
O -5.489 -8.659 -16.527
H -6.926 -10.358 -17.586
H -6.020 -11.768 -17.313
H -5.434 -10.661 -18.563
H -5.449 -10.304 -15.486
H -3.271 -9.964 -17.596
H -3.297 -11.233 -16.351
H -3.067 -9.668 -15.841
H -5.275 -8.262 -15.680
C -10.342 -7.482 -19.811
C -9.735 -7.411 -18.365
C -8.678 -6.265 -18.495
C -8.348 -5.608 -17.152
C -9.593 -5.185 -16.407
C -10.630 -6.355 -16.199
N -10.827 -7.050 -17.482
O -11.914 -7.892 -17.480
C -10.214 -7.313 -15.103
C -11.990 -5.667 -15.835
C -8.982 -8.683 -17.933
H -10.864 -8.438 -19.844
H -9.530 -7.390 -20.532
H -10.927 -6.598 -20.067
H -7.700 -6.676 -18.742
H -8.972 -5.587 -19.296
H -7.637 -4.794 -17.289
H -7.748 -6.238 -16.496
H -10.055 -4.382 -16.980
H -9.277 -4.888 -15.407
H -9.847 -6.815 -14.206
H -11.073 -7.908 -14.793
H -9.442 -7.974 -15.497
H -12.309 -5.098 -16.708
H -12.744 -6.434 -15.658
H -11.932 -5.076 -14.921
H -8.370 -8.680 -17.031
H -8.434 -9.030 -18.808
H -9.747 -9.445 -17.780
H -12.530 -7.512 -18.111
C 1.606 -8.039 -21.949
C 0.651 -8.548 -20.858
C -0.396 -7.437 -20.581
C -1.466 -7.382 -21.755
C -2.135 -8.743 -21.796
C -1.099 -9.914 -22.140
N 0.013 -9.847 -21.154
O 0.982 -10.841 -21.407
C -1.936 -11.181 -21.974
C -0.663 -9.774 -23.655
C 1.492 -8.591 -19.544
H 1.100 -8.031 -22.914
H 2.429 -8.707 -22.206
H 2.128 -7.118 -21.689
H -0.831 -7.642 -19.603
H 0.186 -6.517 -20.519
H -0.987 -7.060 -22.680
H -2.082 -6.537 -21.448
H -2.894 -8.578 -22.560
H -2.674 -8.871 -20.857
H -2.726 -11.127 -22.724
H -1.303 -12.052 -22.141
H -2.288 -11.302 -20.949
H -0.291 -8.815 -24.013
H 0.159 -10.462 -23.853
H -1.428 -10.120 -24.350
H 0.885 -8.968 -18.720
H 1.788 -7.580 -19.262
H 2.418 -9.164 -19.558
H 1.144 -11.187 -20.526
C -0.703 -3.651 -22.499
C 0.146 -2.355 -22.314
C 1.579 -2.614 -22.940
C 2.338 -1.392 -23.414
C 1.439 -0.497 -24.272
C 0.072 -0.122 -23.621
N -0.614 -1.365 -23.182
O -1.923 -1.133 -22.702
C 0.280 0.989 -22.504
C -0.741 0.518 -24.860
C 0.277 -1.966 -20.834
H -0.680 -3.961 -23.544
H -1.733 -3.564 -22.153
H -0.068 -4.441 -22.100
H 2.252 -3.029 -22.191
H 1.511 -3.338 -23.752
H 3.104 -1.755 -24.100
H 2.870 -0.788 -22.680
H 1.269 -1.068 -25.185
H 1.945 0.387 -24.663
H -0.541 1.145 -21.803
H 1.104 0.731 -21.839
H 0.474 1.912 -23.051
H -1.595 1.089 -24.497
H -0.050 1.134 -25.437
H -1.108 -0.271 -25.516
H 0.931 -1.099 -20.737
H 0.782 -2.758 -20.282
H -0.655 -1.727 -20.322
H -2.522 -1.528 -23.340
C -3.158 -8.441 -11.295
C -4.401 -8.882 -12.085
C -5.469 -9.225 -11.043
C -6.513 -8.098 -10.768
C -6.889 -7.267 -12.009
C -5.736 -6.768 -12.849
N -4.845 -7.941 -13.183
O -3.927 -7.723 -14.214
C -6.438 -6.132 -14.140
C -5.058 -5.664 -12.034
C -4.056 -10.200 -12.778
H -3.227 -7.442 -10.863
H -2.373 -8.294 -12.037
H -2.763 -9.180 -10.598
H -5.955 -10.162 -11.314
H -4.992 -9.490 -10.099
H -6.142 -7.377 -10.039
H -7.409 -8.565 -10.361
H -7.680 -6.553 -11.778
H -7.451 -7.959 -12.635
H -5.731 -5.803 -14.901
H -7.104 -6.854 -14.612
H -7.010 -5.243 -13.876
H -4.816 -5.848 -10.988
H -4.089 -5.436 -12.479
H -5.633 -4.738 -12.025
H -3.246 -9.926 -13.453
H -4.947 -10.559 -13.295
H -3.689 -11.052 -12.205
H -3.312 -7.091 -13.834
```

Output
<S²>: 0.7540
2S+1: 2
total charge: +1
energy above the lowest of the compared OMol25 structures with the same formula, charge and spin: 0.0 kJ/mol
LUMO (alpha / beta): -2.5907 / -6.6170 eV
Kohn-Sham gap (alpha / beta): 6.935 / 2.909 eV

Results of the Löwdin charge analysis, in e, for atoms 1 through 2:
1 C -0.026
2 C -0.431

Number 1: E -4650.278502 hartree. Number 2: E -3102.749301 hartree.